Density functional theory data (ωB97M-V with the def2-TZVPD basis set) for a molecular structure, C81H171F8MnN13O25PtS8.

**Spin multiplicity**: 8
**E_LUMO (spin up / spin down)**: -0.05411 / -0.12373 Ha
**HOMO energy (spin up / spin down)**: -7.8 / -7.8 eV
**HOMO-LUMO gap (spin up / spin down)**: 6.29 / 4.40 eV

Positions of all 308 atoms, in Å:
Pt1 5.00978 -1.64443 -0.62770
Mn1 1.06781 -2.61637 2.90065
N1 4.93579 -3.29310 0.66247
S1 4.59339 -3.17034 2.35637
O1 5.41658 -3.83924 3.29046
O2 3.19014 -2.94522 2.72787
F1 5.14904 -1.72197 2.58217
S2 5.05948 -4.87814 0.75123
O3 4.00886 -5.63447 1.44682
O4 6.44071 -5.40439 0.67172
F2 4.64060 -4.98768 -0.79747
N2 0.97635 -1.44472 1.40541
S3 1.48889 -1.78136 -0.20953
O5 2.85856 -1.46902 -0.49349
O6 0.61688 -1.54718 -1.31610
F3 1.51998 -3.37213 0.01793
S4 0.13659 -0.20623 1.01863
O7 -1.29248 -0.37290 0.69420
O8 0.87717 0.93684 0.49823
F4 0.10719 0.07378 2.61548
N3 0.45935 -4.47812 2.65123
S5 -0.74354 -5.27212 1.68762
O9 -1.77327 -5.95120 2.41842
O10 -0.33068 -5.78205 0.36821
F5 -1.48259 -3.85523 1.26023
S6 0.83723 -5.88360 3.36892
O11 1.53376 -6.89114 2.58310
O12 -0.00180 -6.27679 4.45648
F6 2.07378 -5.18637 4.10650
N4 6.00500 -0.00024 0.20393
S7 5.51243 1.52031 0.80205
O13 5.92647 2.72492 0.09866
O14 5.31237 1.59322 2.27970
F7 3.92548 1.39822 0.28083
S8 7.44708 0.36141 0.48495
O15 7.88428 0.75200 1.84921
O16 8.13666 0.87140 -0.71539
F8 8.04551 -1.20361 0.46431
C1 2.00710 6.57018 -1.18731
C2 0.57625 6.47322 -0.81681
C3 0.53557 5.91854 0.56778
C4 -0.81513 5.98974 1.24727
C5 -1.25123 7.48906 1.28976
C6 -1.14202 8.22098 -0.02592
N5 0.04286 7.85974 -0.89134
O17 0.11838 8.46191 -2.15885
C7 -2.48139 8.07227 -0.73567
C8 -0.81612 9.72622 0.28648
C9 -0.11459 5.41017 -1.70627
H1 2.55320 5.62830 -1.23974
H2 2.54414 7.08315 -0.38947
H3 2.16335 7.13088 -2.10888
H4 0.96272 4.91645 0.60573
H5 1.23230 6.45327 1.21334
H6 -0.76756 5.57359 2.25358
H7 -1.54008 5.43260 0.65385
H8 -0.66697 7.99085 2.06108
H9 -2.30820 7.43755 1.55100
H10 -3.33141 8.10145 -0.05397
H11 -2.63912 8.88185 -1.44826
H12 -2.48291 7.13964 -1.29987
H13 0.06130 9.86111 0.91896
H14 -0.79918 10.31826 -0.62856
H15 -1.69248 10.13613 0.78854
H16 0.50417 4.51552 -1.63670
H17 -0.16022 5.76368 -2.73634
H18 -1.13503 5.13327 -1.44142
H19 0.86489 9.06020 -2.07897
C10 7.00297 5.24748 3.08016
C11 5.68642 5.52133 3.94482
C12 5.18009 6.94115 3.50344
C13 3.76456 7.17803 4.01861
C14 2.88009 6.08001 3.43538
C15 3.21031 4.67585 3.97689
N6 4.65978 4.41968 3.72858
O18 5.15887 3.21629 4.17798
C16 2.80083 4.44225 5.45858
C17 2.35084 3.74761 3.17581
C18 6.17897 5.67248 5.35745
H20 7.53092 4.38738 3.49198
H21 7.62390 6.14231 3.03757
H22 6.81979 5.09309 2.01681
H23 5.76555 7.79127 3.85363
H24 5.23629 7.11286 2.42852
H25 3.47697 8.17279 3.67824
H26 3.61347 7.34343 5.08534
H27 3.10156 6.08629 2.36814
H28 1.80087 6.17309 3.55676
H29 1.82931 4.85516 5.73017
H30 2.93694 3.37090 5.60618
H31 3.54720 4.89068 6.11428
H32 1.28864 3.84797 3.39887
H33 2.55079 3.91391 2.11729
H34 2.59665 2.70322 3.36798
H35 7.15513 6.13331 5.20633
H36 6.54156 4.71815 5.73940
H37 5.39522 6.05343 6.01221
H38 5.37075 2.72458 3.38115
C19 -4.66903 -0.70824 3.20518
C20 -5.28384 -1.13090 1.88787
C21 -4.48880 -2.33021 1.26170
C22 -4.68839 -3.65840 2.12006
C23 -6.14445 -3.99814 1.90192
C24 -7.10002 -2.89769 2.46381
N7 -6.72463 -1.54161 1.95411
O19 -7.64115 -0.51257 2.43663
C25 -8.48198 -3.22374 1.91590
C26 -7.15208 -3.04815 3.97268
C27 -5.06681 0.07884 0.98538
H39 -3.58621 -0.58335 3.20787
H40 -4.65036 -1.51603 3.93677
H41 -5.20529 0.14995 3.61019
H42 -4.73173 -2.40616 0.20184
H43 -3.43508 -2.07279 1.36897
H44 -4.36957 -3.54698 3.15642
H45 -3.96760 -4.33603 1.66248
H46 -6.28343 -4.90484 2.49071
H47 -6.44484 -4.27005 0.89002
H48 -8.64911 -4.29839 1.98869
H49 -9.25482 -2.58905 2.34949
H50 -8.55550 -3.01362 0.84887
H51 -7.58178 -4.04282 4.09139
H52 -6.16294 -2.97539 4.42481
H53 -7.83191 -2.34186 4.44921
H54 -5.24522 -0.32730 -0.01027
H55 -4.12209 0.62079 0.94178
H56 -5.92174 0.73223 1.15940
H57 -8.10851 -0.32494 1.61934
C28 4.17740 0.34948 -2.87511
C29 5.25527 -0.42068 -3.55083
C30 6.51907 0.59664 -3.57453
C31 7.88536 0.01786 -3.96321
C32 8.10862 -1.25836 -3.16246
C33 6.90891 -2.28127 -3.22693
N8 5.66035 -1.60619 -2.80871
O20 4.67719 -2.50918 -2.74229
C34 6.93752 -2.99434 -4.66084
C35 7.33345 -3.39763 -2.27440
C36 4.93816 -0.63666 -5.07591
H58 3.19357 -0.11919 -2.85213
H59 4.10470 1.26887 -3.45608
H60 4.48528 0.50879 -1.84170
H61 6.29703 1.44582 -4.22081
H62 6.48971 0.94346 -2.54159
H63 8.66414 0.76244 -3.79829
H64 7.97938 -0.08006 -5.04472
H65 8.45554 -1.03286 -2.15405
H66 8.95242 -1.68420 -3.70538
H67 7.56274 -3.88680 -4.68761
H68 5.99338 -3.53643 -4.71403
H69 6.91395 -2.30208 -5.50246
H70 7.21518 -2.89212 -1.31597
H71 6.73993 -4.31104 -2.23558
H72 8.37875 -3.70601 -2.29292
H73 4.37773 0.25989 -5.34091
H74 4.34404 -1.53453 -5.24609
H75 5.87063 -0.65435 -5.64008
H76 4.58808 -2.84811 -3.63603
C37 -0.92157 -2.24075 6.96111
C38 -0.69837 -1.79848 5.55587
C39 -1.33206 -0.38802 5.30820
C40 -0.63525 0.75527 6.05709
C41 0.78516 0.88194 5.67986
C42 1.57510 -0.48984 5.70779
N9 0.71268 -1.61904 5.09623
O21 1.43705 -2.83526 5.01858
C43 2.75161 -0.24120 4.69299
C44 2.17999 -0.76363 7.12898
C45 -1.50453 -2.70863 4.49205
H77 -0.27872 -3.06514 7.26968
H78 -1.87864 -2.60042 7.33893
H79 -0.75022 -1.58601 7.81554
H80 -1.50133 -0.17005 4.25372
H81 -2.33058 -0.59190 5.69483
H82 -0.78140 0.49212 7.10470
H83 -1.19712 1.68548 5.97280
H84 1.15456 1.65819 6.35000
H85 0.83457 1.24814 4.65441
H86 2.68110 0.61206 4.01841
H87 3.61188 0.23555 5.16282
H88 3.17025 -1.16313 4.28939
H89 2.85231 0.01375 7.49199
H90 1.37854 -0.77765 7.86761
H91 2.63109 -1.75474 7.08090
H92 -1.32997 -3.77609 4.62680
H93 -1.32633 -2.50397 3.43637
H94 -2.55566 -2.58983 4.75492
H95 1.38515 -3.22155 5.89590
C46 -4.81113 -8.11017 -2.00111
C47 -3.68226 -7.43465 -2.86438
C48 -4.05462 -7.60850 -4.37072
C49 -5.16426 -6.72441 -4.75946
C50 -4.84334 -5.26392 -4.34500
C51 -4.45816 -4.98668 -2.83141
N10 -3.42590 -6.02021 -2.47928
O22 -3.13552 -5.90383 -1.11507
C52 -3.73702 -3.57142 -2.80118
C53 -5.71673 -5.02103 -1.92656
C54 -2.36025 -8.11536 -2.60471
H96 -4.67303 -9.17399 -2.19428
H97 -5.81460 -8.01708 -2.41644
H98 -4.79868 -7.88463 -0.93477
H99 -3.20527 -7.37017 -5.01097
H100 -4.46143 -8.61467 -4.47181
H101 -6.08933 -7.04015 -4.27712
H102 -5.32562 -6.72707 -5.83744
H103 -5.75885 -4.77035 -4.67108
H104 -4.01064 -4.98743 -4.99174
H105 -2.81897 -3.69865 -3.37484
H106 -4.32192 -2.73863 -3.19163
H107 -3.50098 -3.31932 -1.76734
H108 -5.43829 -4.84291 -0.88789
H109 -6.32478 -4.15421 -2.18538
H110 -6.25886 -5.96305 -2.00899
H111 -2.10026 -8.17796 -1.54802
H112 -1.58421 -7.53143 -3.09956
H113 -2.32549 -9.05234 -3.16056
H114 -2.20003 -5.68870 -1.10158
C55 1.25347 -3.01369 -4.00098
C56 1.26870 -4.11399 -5.05057
C57 0.23784 -3.65158 -6.15457
C58 0.25115 -4.45504 -7.44927
C59 1.68494 -4.48666 -7.97748
C60 2.88156 -4.83063 -6.89627
N11 2.61569 -4.17904 -5.57381
O23 3.58310 -4.51354 -4.57731
C61 2.99932 -6.39861 -6.75632
C62 4.20441 -4.32728 -7.55951
C63 0.72971 -5.43006 -4.46388
H115 0.24832 -2.68954 -3.73134
H116 1.77430 -2.10786 -4.31133
H117 1.72228 -3.51303 -3.15305
H118 -0.73093 -3.81736 -5.68329
H119 0.26631 -2.58138 -6.35939
H120 -0.52479 -4.01788 -8.07767
H121 -0.01944 -5.49661 -7.27603
H122 1.82493 -3.56578 -8.54359
H123 1.74566 -5.28402 -8.71817
H124 3.83296 -6.72130 -6.13261
H125 2.08888 -6.77690 -6.29145
H126 3.08791 -6.93773 -7.69951
H127 4.00593 -3.28844 -7.82316
H128 5.05781 -4.45626 -6.89379
H129 4.21499 -4.86385 -8.50824
H130 1.47205 -5.95590 -3.86344
H131 0.33562 -6.16527 -5.16548
H132 -0.13209 -5.23939 -3.82431
H133 3.34472 -5.37895 -4.23694
C64 -1.34228 4.69307 5.14994
C65 -2.82446 4.48144 4.74161
C66 -3.42065 5.85658 5.11886
C67 -4.87634 6.11961 4.68756
C68 -4.92307 5.92190 3.16189
C69 -4.32018 4.55223 2.55094
N12 -2.98999 4.30672 3.21147
O24 -2.25220 3.30279 2.67532
C70 -5.40844 3.44152 2.74508
C71 -4.15131 4.87662 1.00315
C72 -3.43767 3.42413 5.59270
H134 -1.30282 5.10307 6.15912
H135 -0.84053 5.48348 4.59173
H136 -0.68896 3.82549 5.05740
H137 -3.25714 6.27246 6.11305
H138 -2.80646 6.60657 4.62047
H139 -5.17363 7.14734 4.89615
H140 -5.58829 5.47803 5.20679
H141 -4.42971 6.82794 2.81005
H142 -5.97075 5.96488 2.86418
H143 -4.76542 2.62217 2.42368
H144 -5.49599 3.27570 3.81883
H145 -6.31658 3.55897 2.15383
H146 -5.05685 4.96798 0.40336
H147 -3.71813 5.87571 0.95541
H148 -3.45518 4.17996 0.53606
H149 -3.37626 2.45852 5.09078
H150 -4.51300 3.52516 5.73955
H151 -3.00209 3.25632 6.57769
H152 -1.51247 3.71635 2.22434
C73 -0.93327 2.59558 -3.87349
C74 -2.04888 1.76865 -3.33488
C75 -3.39985 2.52347 -3.56946
C76 -4.01929 2.30164 -4.96025
C77 -3.97442 0.86256 -5.26430
C78 -2.61985 0.19104 -5.29319
N13 -2.04443 0.38601 -3.97008
O25 -0.83276 -0.24223 -3.72340
C79 -2.91833 -1.35391 -5.52162
C80 -1.86494 0.63033 -6.51087
C81 -1.96759 1.60843 -1.81342
H153 -1.10271 3.66323 -3.73377
H154 -0.64359 2.46575 -4.91624
H155 0.02280 2.38046 -3.39625
H156 -4.15591 2.34015 -2.80600
H157 -3.22761 3.59486 -3.46672
H158 -3.56623 2.91839 -5.73643
H159 -5.07067 2.55705 -5.09242
H160 -4.42188 0.77532 -6.25438
H161 -4.63835 0.27494 -4.63027
H162 -2.06772 -1.93487 -5.16519
H163 -3.60017 -1.64636 -4.72308
H164 -3.37360 -1.80539 -6.40310
H165 -2.24790 0.28565 -7.47141
H166 -1.70478 1.70766 -6.46839
H167 -0.84722 0.24079 -6.48634
H168 -2.16434 2.52946 -1.26470
H169 -0.92678 1.35202 -1.61576
H170 -2.53877 0.81136 -1.33746
H171 -1.03347 -0.80363 -2.97097

Atoms 1-6, force components in eV/Å:
Pt 0.8 -0.4 -0.5
Mn 0.8 -0.4 2.7
N -1.2 -0.1 5.7
S -0.7 4.4 2.1
O -0.1 -1.6 -0.8
O 1.3 -0.9 -1.5